Entry 1:
Entry from OMol25: a 10-piece molecular cluster, C44H82F12N2O20 overall at a distorted geometry (wB97M-V/def2-TZVPD).

**E_LUMO**: 0.144 eV
**Charge**: 0
**E_HOMO**: -9.6 eV
**2S+1**: 1
**HOMO-LUMO gap**: 9.7 eV
**SMILES string**: CCOC(=O)C(F)(F)F.CCOC(=O)C(F)(F)F.CCOC(=O)C(F)(F)F.CCOC(=O)C(F)(F)F.COCCOCCOC.COCCOCCOC.COCCOCCOC.COCCOCCOC.CC#N.CC#N

Cartesian coordinates (Å):
C  4.66093  0.75903  -1.83320
C  5.10929  -0.15622  -0.73321
O  4.96631  0.51529  0.53234
C  5.79015  0.25049  1.52852
O  6.77793  -0.41484  1.46661
C  5.27817  0.93033  2.81837
F  4.98452  2.22172  2.61643
F  4.14925  0.32670  3.22067
F  6.19402  0.85659  3.76753
H  5.29511  1.63917  -1.89207
H  3.59876  0.98706  -1.80926
H  4.83941  0.15962  -2.73171
H  6.15009  -0.44558  -0.87743
H  4.52573  -1.07841  -0.70746
C  -1.02191  -5.70281  -4.12532
C  -1.95122  -5.27038  -5.24492
O  -2.49854  -3.97022  -5.05970
C  -1.69725  -2.94512  -5.29672
O  -0.62229  -3.00430  -5.81469
C  -2.31890  -1.60831  -4.84222
F  -2.82487  -1.74564  -3.59988
F  -1.40132  -0.66974  -4.85523
F  -3.34548  -1.28991  -5.64435
H  -0.36622  -6.50778  -4.45221
H  -1.61725  -5.99069  -3.25823
H  -0.35014  -4.91551  -3.77492
H  -2.76711  -5.98972  -5.32075
H  -1.48311  -5.35552  -6.22958
C  -2.10341  1.01874  -0.31406
C  -1.89233  -0.41823  -0.74552
O  -0.78908  -1.00034  -0.02531
C  -0.48148  -2.23790  -0.34468
O  -1.15376  -3.03295  -0.92838
C  0.96229  -2.53082  0.11524
F  1.79270  -1.89209  -0.75040
F  1.23398  -2.11625  1.34444
F  1.23033  -3.83172  -0.02566
H  -2.51354  0.98079  0.69713
H  -2.88976  1.41888  -0.95160
H  -1.19050  1.60339  -0.34662
H  -1.70644  -0.47502  -1.81838
H  -2.79962  -0.98005  -0.51584
C  4.88393  -3.55736  3.26727
C  3.76132  -3.55837  2.23777
O  3.04454  -4.80372  2.32533
C  3.57290  -5.81767  1.67098
O  4.55014  -5.78209  0.98348
C  2.74389  -7.11486  1.81717
F  2.44652  -7.31846  3.11763
F  1.59306  -7.06135  1.14999
F  3.44258  -8.15347  1.39558
H  5.36296  -2.58065  3.24584
H  5.53955  -4.41682  3.15101
H  4.44727  -3.67757  4.26404
H  4.21164  -3.44090  1.25388
H  3.05277  -2.79822  2.53058
C  3.13130  -3.04844  -3.77759
O  4.08675  -2.73207  -4.74962
C  3.79675  -1.46301  -5.33303
C  4.55608  -1.35708  -6.63578
O  4.22207  -0.14360  -7.25836
C  5.07388  0.24741  -8.31394
C  6.35326  0.90100  -7.85213
O  7.25224  -0.05797  -7.35126
C  8.57194  0.42570  -7.25198
H  3.30205  -2.57525  -2.80908
H  3.09427  -4.13547  -3.63271
H  2.10376  -2.89435  -4.14063
H  4.05677  -0.63475  -4.66351
H  2.71452  -1.44657  -5.50480
H  4.27260  -2.19731  -7.28228
H  5.61903  -1.44731  -6.40981
H  4.47847  0.95452  -8.89696
H  5.23930  -0.58997  -9.00426
H  6.09305  1.65000  -7.09312
H  6.82200  1.42540  -8.69893
H  8.62301  1.32422  -6.62574
H  8.97942  0.64069  -8.24922
H  9.20767  -0.33820  -6.80844
C  -1.28870  -6.36926  1.47189
O  -0.81202  -6.21832  2.78797
C  -0.99299  -4.92716  3.30069
C  -2.44796  -4.56048  3.55038
O  -2.87996  -5.22309  4.71812
C  -4.28971  -5.25905  4.84850
C  -4.58702  -5.71872  6.24845
O  -5.98531  -5.64788  6.42748
C  -6.35917  -5.82404  7.78859
H  -2.37132  -6.54227  1.44578
H  -0.79871  -7.22658  1.01856
H  -1.06464  -5.49773  0.85167
H  -0.52004  -4.18088  2.64991
H  -0.50483  -4.86712  4.27437
H  -3.10317  -4.78675  2.70473
H  -2.45810  -3.47556  3.75681
H  -4.75452  -5.93599  4.12518
H  -4.66404  -4.23075  4.74972
H  -4.05696  -5.11240  6.99302
H  -4.27188  -6.75694  6.42635
H  -6.23602  -6.88212  8.03941
H  -7.41893  -5.58679  7.83835
H  -5.77197  -5.15658  8.41993
C  -1.39269  4.71058  -1.59046
O  -1.80289  5.98503  -1.18617
C  -1.82848  6.90957  -2.23312
C  -2.70613  8.08100  -1.86539
O  -4.02254  7.68313  -1.60960
C  -4.83682  8.64161  -0.96472
C  -4.38191  9.01071  0.42760
O  -5.32910  9.92293  0.92342
C  -4.99141  10.42552  2.21205
H  -0.31319  4.76797  -1.81412
H  -1.88172  4.34199  -2.49681
H  -1.47808  3.97551  -0.79344
H  -2.10641  6.50170  -3.21358
H  -0.82257  7.33648  -2.39306
H  -2.70099  8.76526  -2.72975
H  -2.24825  8.56670  -0.99759
H  -5.86384  8.28502  -0.99153
H  -4.82155  9.53037  -1.61739
H  -3.41663  9.54451  0.40171
H  -4.17900  8.11240  1.02916
H  -4.18554  11.16179  2.09341
H  -4.58839  9.60979  2.81962
H  -5.87681  10.87715  2.64168
C  1.32524  2.56225  0.74268
O  0.23155  2.61068  1.58986
C  0.23384  3.70588  2.47496
C  -0.90768  3.48419  3.47563
O  -0.79503  4.29916  4.60798
C  0.01333  3.73357  5.60315
C  0.01192  4.64022  6.80621
O  0.68005  5.83175  6.46281
C  0.70104  6.84395  7.44001
H  2.30239  2.66948  1.22777
H  1.30700  3.36642  -0.01897
H  1.30067  1.65844  0.13187
H  0.05558  4.63953  1.93168
H  1.16982  3.74252  3.04668
H  -0.94349  2.41281  3.71365
H  -1.84025  3.71666  2.95452
H  1.04562  3.57625  5.27500
H  -0.40982  2.76599  5.90474
H  0.54745  4.12618  7.62131
H  -1.01159  4.86294  7.13237
H  -0.26829  6.99742  7.92610
H  0.93066  7.77429  6.91940
H  1.50105  6.64306  8.16040
C  -5.90742  -2.02089  2.04110
C  -5.84368  -1.31153  0.75998
N  -5.71298  -0.74863  -0.22770
H  -6.47933  -1.41409  2.74535
H  -4.88047  -2.06360  2.39925
H  -6.42335  -2.97034  1.94903
C  -5.16210  0.93859  -2.84596
C  -4.00136  1.45909  -3.56503
N  -3.05996  1.83507  -4.09478
H  -5.35790  1.47038  -1.92265
H  -4.94821  -0.11614  -2.68345
H  -6.04811  1.00034  -3.47783

These are the Mulliken partial charges, in e, on atoms 1 to 5: C -0.97; C -0.10; O -0.12; C 0.36; O -0.56



Entry 2:
Entry from OMol25: a 10-piece molecular cluster, C44H85BN5O11 overall at a distorted geometry (wB97M-V/def2-TZVPD).

**E_LUMO**: -3.683 eV
**Charge**: +1
**E_HOMO**: -10.1 eV
**2S+1**: 1
**HOMO-LUMO gap**: 6.4 eV

Cartesian coordinates (Å):
C  7.24923  -2.73735  3.79372
N  6.25852  -1.78016  3.16955
C  5.99572  -0.55977  4.02284
B  5.00220  -2.57040  2.85775
O  5.09077  -3.55827  1.72549
N  3.65039  -2.43956  3.53047
C  2.55679  -1.73965  3.00443
N  2.62761  -1.07126  1.64536
C  2.30791  -2.06883  0.51373
C  1.62770  0.06907  1.50984
C  2.16505  1.48733  2.21506
C  1.47854  2.70010  1.30172
O  1.44645  3.96117  2.05880
C  0.09170  -0.33106  1.97302
C  0.05281  -1.64381  3.00900
C  -1.35338  -1.77484  3.84105
C  -2.33792  -2.75300  2.90686
C  -3.52978  -2.15152  1.94542
C  -4.38694  -3.26068  1.03678
C  -3.99566  -4.87265  1.13276
C  -2.81208  -5.46921  2.11354
C  -1.97011  -4.38131  3.00931
N  1.30862  -1.73034  3.85735
C  1.29746  -0.63694  4.89648
N  2.65343  -0.13714  5.33643
H  8.30257  -2.25651  3.97295
H  6.74779  -3.18782  4.75418
H  7.43615  -3.66392  3.06546
H  5.98480  -0.77687  5.17384
H  6.91350  0.17962  3.83230
H  5.04433  0.03566  3.63835
H  6.03897  -3.59593  1.38682
H  3.54553  -2.88378  4.48942
H  2.06200  -3.11000  1.04406
H  3.25766  -2.28522  -0.15719
H  1.34697  -1.78757  -0.09134
H  1.54477  0.33711  0.34934
H  3.33183  1.53160  2.10982
H  1.77209  1.63066  3.30826
H  0.35459  2.36839  1.09468
H  2.03046  2.79842  0.26602
H  0.57156  4.42586  1.88290
H  -0.52275  0.58715  2.38780
H  -0.48829  -0.69022  1.00124
H  0.09249  -2.58878  2.28023
H  -1.23885  -2.19684  4.92971
H  -1.80874  -0.67840  3.92862
H  -3.74500  -0.98299  1.89271
H  -5.23129  -2.83926  0.31495
H  -4.57491  -5.66624  0.46410
H  -2.50266  -6.61031  2.18636
H  -1.07950  -4.73407  3.71955
H  0.65073  0.30469  4.62875
H  0.78803  -1.10713  5.86852
H  3.26805  -0.91032  5.67960
H  3.12463  0.46237  4.62443
C  -5.10141  0.13250  -1.76384
C  -6.52816  -0.34757  -1.76100
O  -6.92393  -1.16886  -0.93543
C  -7.45188  0.21620  -2.80735
H  -4.55162  -0.35900  -0.95414
H  -4.62572  -0.12187  -2.71434
H  -5.07256  1.21281  -1.60076
H  -7.08099  -0.03446  -3.80436
H  -7.52782  1.30022  -2.69079
H  -8.44878  -0.22022  -2.68434
C  -4.63337  4.54351  1.39479
C  -4.93487  3.96512  0.03809
O  -4.70589  2.78411  -0.21786
C  -5.52740  4.88769  -0.99328
H  -4.20985  3.76312  2.03594
H  -3.90442  5.35229  1.30023
H  -5.55383  4.91239  1.85435
H  -4.83830  5.71179  -1.19431
H  -6.48770  5.27190  -0.64020
H  -5.69218  4.33380  -1.92358
C  -8.01967  1.76102  -7.78649
C  -8.15931  1.24130  -6.38062
O  -7.77842  1.90115  -5.41509
C  -8.78304  -0.11699  -6.20189
H  -7.55333  2.75168  -7.76244
H  -7.38441  1.08946  -8.36947
H  -9.00572  1.84976  -8.24947
H  -8.18180  -0.87227  -6.71421
H  -9.80310  -0.11197  -6.59420
H  -8.81902  -0.36215  -5.13511
C  -5.89875  4.17281  5.78771
C  -4.50983  4.23344  5.21041
O  -4.32233  4.21993  3.99493
C  -3.35923  4.31127  6.17790
H  -6.62841  4.11961  4.97271
H  -6.00382  3.28055  6.41002
H  -6.09628  5.07258  6.37584
H  -3.35106  3.42518  6.81758
H  -3.44353  5.21721  6.78339
H  -2.41777  4.34917  5.61966
C  10.48453  0.33087  1.13101
C  9.04623  0.69685  1.38282
O  8.74336  1.58983  2.17249
C  7.99289  -0.07206  0.63101
H  11.13326  0.96788  1.74161
H  10.65665  -0.71203  1.40880
H  10.72943  0.48970  0.07777
H  8.05391  -1.13291  0.88653
H  8.12670  0.06882  -0.44449
H  7.00202  0.29980  0.91260
C  14.28330  -0.51134  3.04266
C  14.45800  -0.98490  1.62446
O  13.57564  -0.82144  0.78336
C  15.75410  -1.66618  1.27526
H  13.30092  -0.03903  3.14905
H  14.33885  -1.36114  3.72763
H  15.05354  0.22485  3.28610
H  15.87520  -2.56747  1.88142
H  16.58989  -0.98148  1.43989
H  15.73957  -1.95382  0.21863
C  15.61231  4.07647  4.10497
C  15.31081  3.49808  2.74828
O  15.53979  2.31707  2.49233
C  14.71828  4.42065  1.71691
H  16.03583  3.29607  4.74613
H  16.34126  4.88524  4.01042
H  14.69185  4.44535  4.56453
H  15.40738  5.24475  1.51587
H  13.75798  4.80486  2.06999
H  14.55350  3.86675  0.78661
C  -11.43137  1.39114  -10.04684
C  -11.60002  0.34413  -8.97848
O  -11.19177  0.52898  -7.83310
C  -12.28754  -0.93777  -9.36580
H  -10.91905  2.26183  -9.62390
H  -10.82644  0.99277  -10.86524
H  -12.41059  1.70659  -10.41580
H  -11.72075  -1.43996  -10.15382
H  -13.30490  -0.72614  -9.70437
H  -12.33859  -1.59960  -8.49472
C  -12.86428  -5.78166  -8.88939
C  -11.69995  -4.94937  -8.42284
O  -11.69002  -3.72787  -8.56628
C  -10.54828  -5.66950  -7.77397
H  -13.62070  -5.12855  -9.33743
H  -12.53001  -6.49846  -9.64364
H  -13.31183  -6.30377  -8.03992
H  -10.11075  -6.38127  -8.47851
H  -10.89257  -6.18658  -6.87478
H  -9.78066  -4.94258  -7.48804

These are the Mulliken partial charges, in e, on atoms 1 to 5: C -1.01; N 0.08; C -0.43; B 0.55; O -0.59



Entry 3:
Entry from OMol25: a 9-piece molecular cluster, C44H87NO12S5 overall at a distorted geometry (wB97M-V/def2-TZVPD).

**E_LUMO (alpha / beta)**: 1.238 / 1.238 eV
**Charge**: -1
**E_HOMO (alpha / beta)**: -1.4 / -5.3 eV
**2S+1**: 2
**HOMO-LUMO gap (alpha / beta)**: 2.6 / 6.5 eV

Cartesian coordinates (Å):
C  0.12992  1.74410  -4.55264
C  1.30576  2.40617  -4.19472
C  1.98566  2.98056  -5.21625
C  1.66322  3.00651  -6.57444
C  0.50147  2.20778  -6.85042
C  -0.32921  1.68304  -5.85161
N  2.49797  3.49246  -7.70110
O  3.45837  4.25417  -7.45268
O  2.04024  3.27163  -8.80013
H  -0.53773  1.46313  -3.75158
H  1.71379  2.34340  -3.19674
H  2.94202  3.36853  -4.89804
H  0.09894  2.07375  -7.84360
H  -1.29629  1.24356  -6.04660
C  -0.74567  0.82507  2.45330
C  -0.47358  0.91747  0.95879
C  -0.64292  -0.34497  0.18706
C  -2.03221  -0.57432  -0.28683
C  -2.23430  -1.74613  -1.26900
C  -1.97143  -1.33222  -2.68294
H  -1.71709  1.30785  2.55991
H  -0.02338  1.40128  3.03155
H  -0.81645  -0.24457  2.65068
H  -1.08328  1.68633  0.48422
H  0.59141  1.14496  0.91250
H  -0.23593  -1.23633  0.66450
H  0.00869  -0.23950  -0.68035
H  -2.66851  -0.78212  0.57342
H  -2.64959  0.26419  -0.60906
H  -1.42120  -2.44832  -1.08487
H  -3.19875  -2.25067  -1.21084
H  -2.14379  -2.18996  -3.33306
H  -2.65782  -0.54354  -2.99106
H  -1.00522  -0.88142  -2.90946
C  3.08171  -0.41063  -1.06107
C  3.73294  -1.47460  -1.92003
C  4.04801  -1.04887  -3.41830
C  4.93380  -2.06926  -4.18164
C  5.35714  -1.47679  -5.52257
C  6.35031  -2.39471  -6.27034
H  3.72453  0.37532  -0.66462
H  2.43556  -0.88371  -0.32162
H  2.43616  0.11585  -1.76405
H  4.58547  -1.99638  -1.48524
H  3.07989  -2.34389  -1.84276
H  4.50364  -0.06074  -3.48223
H  3.09145  -0.90249  -3.91997
H  5.83303  -2.16995  -3.57391
H  4.53515  -3.08181  -4.24418
H  4.47375  -1.23056  -6.11172
H  5.87984  -0.52479  -5.42996
H  5.84860  -3.29208  -6.63244
H  6.75138  -1.84518  -7.12196
H  7.30210  -2.60977  -5.78459
C  1.30050  -3.63166  1.60972
C  1.73385  -4.52158  0.33776
C  3.26602  -4.64586  0.18811
C  3.60883  -5.05380  -1.30085
C  5.05750  -5.28427  -1.66467
C  5.52227  -5.54979  -3.12430
H  0.23422  -3.40555  1.61351
H  1.92073  -2.73729  1.55032
H  1.41338  -4.19631  2.53521
H  1.36949  -5.54303  0.22826
H  1.31267  -3.98784  -0.51421
H  3.71025  -5.35595  0.88562
H  3.71169  -3.65854  0.30926
H  3.07928  -5.94807  -1.62941
H  3.28163  -4.31759  -2.03504
H  5.75462  -4.50575  -1.35478
H  5.28886  -6.21707  -1.15044
H  4.84107  -5.11720  -3.85705
H  6.54028  -5.18534  -3.26190
H  5.33606  -6.59435  -3.37392
C  -3.15712  3.15054  5.54208
C  -2.58221  3.71831  6.94222
C  -2.92658  2.67335  8.07178
S  -3.58062  1.16687  7.24255
O  -5.09949  1.10444  7.35295
O  -2.70315  0.08005  7.64508
C  -3.15396  1.56920  5.49466
H  -2.59160  3.66769  4.76695
H  -4.17212  3.52080  5.39790
H  -2.86317  4.73497  7.21712
H  -1.49506  3.77052  6.88322
H  -3.71586  2.91331  8.78421
H  -2.02734  2.38613  8.61673
H  -3.89400  1.13048  4.82537
H  -2.12317  1.27545  5.29650
C  1.23911  1.93035  8.81840
C  2.08676  0.73631  8.95683
C  1.75755  -0.33100  7.90405
S  1.43696  0.74895  6.38594
O  0.17835  0.34119  5.74997
O  2.64557  0.77704  5.59592
C  1.29632  2.34454  7.34055
H  1.68604  2.69308  9.45604
H  0.17015  1.85239  9.01679
H  2.03778  0.21085  9.91054
H  3.12922  1.00205  8.78146
H  0.81269  -0.85111  8.06155
H  2.54654  -0.93644  7.45792
H  0.62916  3.07968  6.89049
H  2.31042  2.74346  7.36444
C  -1.38010  -1.93850  -6.86945
C  -2.12788  -1.35583  -8.08129
C  -1.45255  -1.94045  -9.25180
S  0.42951  -1.92526  -8.85476
O  1.16387  -0.80749  -9.35795
O  1.00849  -3.26067  -9.13682
C  0.12899  -1.70897  -7.09159
H  -1.67803  -2.98632  -6.83202
H  -1.77786  -1.44994  -5.97996
H  -2.17188  -0.26772  -8.12817
H  -3.17629  -1.64621  -8.14910
H  -1.73701  -1.56724  -10.23562
H  -1.67750  -3.00543  -9.19412
H  0.32545  -0.67678  -6.80165
H  0.91633  -2.21920  -6.53674
C  -1.29922  5.15698  1.72366
C  -1.87851  6.42644  2.40088
C  -1.39135  6.49523  3.84678
S  0.36758  5.95337  3.68098
O  0.74901  5.18477  4.81431
O  1.21453  6.99524  3.17312
C  -0.04103  4.71905  2.33813
H  -1.16310  5.35313  0.66012
H  -2.05352  4.37017  1.71511
H  -2.95707  6.30311  2.30284
H  -1.56666  7.33533  1.88633
H  -1.90836  5.90454  4.60301
H  -1.18167  7.47293  4.28061
H  -0.14929  3.80294  2.91876
H  0.84857  4.80829  1.71463
C  -6.35219  -1.40862  3.57418
C  -5.90044  -0.19092  2.71589
C  -6.11646  -0.58300  1.16485
S  -7.77432  -1.38234  1.19120
O  -7.65168  -2.48897  0.26931
O  -8.73991  -0.28894  0.95990
C  -7.66924  -1.85297  2.96764
H  -6.40036  -1.08508  4.61394
H  -5.57495  -2.17249  3.59642
H  -4.89745  0.10101  3.02719
H  -6.60740  0.59122  2.99260
H  -5.43187  -1.40865  0.97063
H  -6.21122  0.14747  0.36140
H  -7.84562  -2.92715  3.02373
H  -8.40828  -1.26952  3.51674

These are the Mulliken partial charges, in e, on atoms 1 to 5: C 0.13; C -0.80; C -0.25; C -0.85; C 0.18